This record from the Open Molecules 2025 dataset describes 2 unconnected molecules or ions with the total composition C3H10N2O2 at a distorted geometry. The level of theory is ωB97M-V/def2-TZVPD.

Its SMILES is CNC(=O)CN.O. The calculation puts the largest force on an atom at 0.0632 Eh/bohr. The value obtained for the HOMO energy is -9.61 eV. As for the relative energy (zero: lowest compared OMol25 entry of this formula, charge and spin): 1.309 eV.

CARTESIAN COORDINATES (ANGSTROEM)
C: -1.77606 -1.03997 -1.47802
N: -0.59808 -0.96034 -0.60663
C: -0.73188 -0.45105 0.67718
O: -1.72148 0.09291 1.10852
C: 0.56795 -0.56670 1.51310
N: 1.11068 0.80823 1.34186
H: -2.63728 -1.25927 -0.84442
H: -1.85098 -0.16142 -2.10801
H: -1.61517 -1.85938 -2.18199
H: 0.22790 -0.52761 -1.01281
H: 1.21097 -1.33234 1.11230
H: 0.12253 -0.69160 2.50095
H: 0.37803 1.51399 1.47951
H: 1.85833 0.93644 2.01023
O: 1.57981 1.81627 -1.37170
H: 2.44927 1.99002 -1.71476
H: 1.42547 1.69181 -0.42533

This record from the Open Molecules 2025 dataset describes a gas-phase ion, C3H10N2O2 (charge +2) at a distorted geometry. The level of theory is ωB97M-V/def2-TZVPD.

Its SMILES is C/[N+](O)=C(\O)C[NH3+]. The calculation puts the largest force on an atom at 0.1068 Eh/bohr. The value obtained for the HOMO energy is -19.28 eV. As for the relative energy (zero: lowest compared OMol25 entry of this formula, charge and spin): 2.757 eV. The charge is +2.

CARTESIAN COORDINATES (ANGSTROEM)
C: 2.40076 -0.69042 -0.10494
N: 1.13120 0.16820 0.05417
O: 1.31999 1.50027 -0.11477
C: -0.10281 -0.24527 0.14510
O: -0.33257 -1.50035 0.15167
C: -1.13438 0.77071 -0.04555
N: -2.61667 0.30967 -0.02788
H: 2.02923 -1.58641 -0.57092
H: 2.62738 -1.09511 0.84582
H: 3.14219 -0.11850 -0.55446
H: 2.30152 1.67345 -0.07048
H: 0.33142 -2.14645 0.36376
H: -1.00133 1.38922 0.77618
H: -0.76328 1.32148 -0.96187
H: -3.09439 1.01097 -0.49637
H: -2.93619 -0.06067 0.83507
H: -2.71971 -0.49821 -0.68736